[1]
Density functional theory data (ωB97M-V with the def2-TZVPD basis set) for a molecular structure, C13H18Cl5I2InOP2 at a distorted geometry.

```
42
Properties=species:S:1:pos:R:3
I 2.962 1.246 -1.700
I -1.189 -2.580 0.328
In 0.896 -0.812 -1.418
P -0.924 1.013 -1.681
C -1.322 2.506 -0.759
C -0.352 1.758 -3.235
H -1.242 2.236 -3.671
H -3.063 0.863 -2.664
H 0.037 0.963 -3.882
H -2.229 -0.756 -2.628
H -0.391 2.983 -0.429
H 0.446 2.483 -3.010
C -2.474 0.156 -2.050
H -2.105 3.139 -1.140
H -3.002 -0.125 -1.120
H -1.823 2.129 0.206
P 2.508 -2.320 -0.184
C 3.218 -2.027 1.454
C 1.777 -3.971 -0.213
H 3.422 -2.315 -2.413
H 4.407 -3.272 -1.224
H 4.485 -1.436 -1.262
C 3.853 -2.331 -1.394
H 1.196 -4.089 -1.144
H 2.619 -4.684 -0.176
H 3.952 -2.834 1.630
H 2.423 -2.055 2.220
H 1.093 -4.087 0.652
H 3.714 -1.041 1.479
C 0.951 0.463 1.295
O 1.615 0.420 2.248
Cl 0.471 3.283 1.739
C -0.829 2.101 1.992
C -1.068 0.951 1.292
C -2.237 0.247 1.613
Cl -2.224 -0.893 2.986
C -3.462 1.004 1.742
Cl -5.055 0.403 1.637
C -3.217 2.159 2.573
Cl -4.409 2.819 3.478
C -1.859 2.573 2.834
Cl -1.571 3.732 4.000
```

For the total energy, the calculation gives -4349.78940 a.u. The net charge is +2. The max |F| is 4.57 eV/Å. The calculation puts the HOMO energy (spin up / spin down) at -14.199 / -14.196 eV. The energy above the lowest of the compared OMol25 structures with the same formula, charge and spin is 70.8 kcal per mole. Its frontier orbital gap (spin up / spin down) is 0.1664 / 0.1653 Ha.

Atom charges from the natural (NBO) analysis, given in e for atoms 1 to 5:
1. I -0.363
2. I -0.469
3. In 0.964
4. P 0.960
5. C -0.945

[2]
Density functional theory data (ωB97M-V with the def2-TZVPD basis set) for a molecular structure, C13H18F5I2OP2Pd at a distorted geometry.

```
42
Properties=species:S:1:pos:R:3
I 0.583 -0.669 -2.999
I -1.981 -0.445 1.488
Pd -0.152 0.014 -0.436
P 1.364 1.765 -0.750
C 3.079 1.384 -0.207
C 1.713 2.556 -2.384
H 2.383 3.416 -2.247
H 1.531 4.004 0.136
H 0.783 2.899 -2.848
H -0.162 3.448 -0.004
H 3.422 0.452 -0.662
H 2.190 1.837 -3.059
C 0.851 3.164 0.292
H 3.707 2.216 -0.583
H 0.836 2.882 1.346
H 3.118 1.311 0.877
P -2.654 -0.959 -1.494
C -2.688 -2.783 -1.227
C -4.362 -0.554 -0.913
H -2.953 0.037 -3.688
H -3.991 -1.405 -3.498
H -2.230 -1.578 -3.826
C -2.994 -0.988 -3.313
H -4.523 0.523 -1.026
H -5.076 -1.099 -1.537
H -3.652 -3.183 -1.554
H -2.536 -2.981 -0.165
H -4.484 -0.811 0.144
H -1.882 -3.228 -1.813
C 0.211 -1.919 -0.278
O 0.215 -3.063 -0.211
F 2.432 -1.875 0.845
C 1.970 -1.200 1.943
C 1.119 -0.132 1.815
C 0.879 0.551 2.996
F -0.022 1.555 3.060
C 1.514 0.254 4.218
F 1.363 1.018 5.305
C 2.304 -0.883 4.327
F 2.950 -1.175 5.482
C 2.491 -1.651 3.191
F 3.333 -2.703 3.254
```

For the total energy, the calculation gives -2485.41368 a.u. The net charge is +3. The max |F| is 4.30 eV/Å. The calculation puts the HOMO energy (spin up / spin down) at -18.773 / -19.273 eV. As for the multiplicity: 5. Its frontier orbital gap (spin up / spin down) is 0.2202 / 0.1938 Ha. The expectation value of S² is 6.087.

Atom charges from the natural (NBO) analysis, given in e for atoms 1 to 5:
1. I 0.123
2. I 0.313
3. Pd 0.490
4. P 1.143
5. C -0.942

[3]
Density functional theory data (ωB97M-V with the def2-TZVPD basis set) for a single C13H18N3OPS2 molecule at a distorted geometry.

```
38
Properties=species:S:1:pos:R:3
C 2.848 2.440 0.370
C 3.124 1.020 -0.273
S 3.124 1.014 -2.125
C 1.491 0.425 -2.760
C 0.396 0.559 -1.623
C -0.006 1.981 -1.285
O 0.524 3.102 -1.885
C -1.002 2.146 -0.249
C -1.607 0.988 0.499
N -2.550 1.361 1.454
C -2.981 0.239 2.081
P -4.260 0.509 3.458
S -3.766 2.181 4.352
C -2.555 -1.164 1.831
N -1.663 -1.486 0.862
C -1.165 -0.391 0.170
C -0.156 -0.619 -0.926
C 0.431 -1.986 -1.404
N -0.161 -3.207 -0.842
C 0.758 -3.737 0.224
H 3.139 3.210 -0.394
H 3.510 2.567 1.281
H 1.799 2.593 0.729
H 2.477 0.196 0.148
H 4.183 0.743 0.019
H 1.177 1.142 -3.581
H 1.506 -0.589 -3.228
H 0.851 2.912 -2.782
H -1.298 3.201 0.002
H -4.193 -0.559 4.413
H -5.558 0.691 2.904
H -3.000 -1.995 2.436
H 1.558 -1.937 -1.267
H 0.285 -2.032 -2.529
H -0.223 -3.924 -1.571
H 0.091 -4.248 0.978
H 1.341 -2.906 0.719
H 1.529 -4.441 -0.209
```

Its SMILES is CCSCc1c(O)cc2nc([PH2]=S)cnc2c1CNC. For the total energy, the calculation gives -1883.28055 a.u. The max |F| is 4.25 eV/Å. The calculation puts the HOMO energy at -8.306 eV. The energy above the lowest of the compared OMol25 structures with the same formula, charge and spin is 0.0 kcal per mole. Its frontier orbital gap is 0.2732 Ha.

Atom charges from the natural (NBO) analysis, given in e for atoms 1 to 5:
1. C -0.634
2. C -0.535
3. S 0.169
4. C -0.567
5. C -0.046

[4]
Density functional theory data (ωB97M-V with the def2-TZVPD basis set) for 2 unconnected molecules or ions with the total composition C13H18N3S at a distorted geometry.

```
35
Properties=species:S:1:pos:R:3
C -1.100 -1.022 1.233
N 0.128 -0.232 1.407
C 1.383 -0.983 1.248
C 0.111 1.062 1.596
H -0.783 -2.061 1.202
H -1.774 -0.850 2.079
H -1.608 -0.784 0.286
H 1.092 -2.036 1.211
H 1.895 -0.737 0.309
H 2.040 -0.803 2.100
H 1.042 1.626 1.690
H -0.837 1.617 1.575
C 0.979 3.726 9.468
C -0.037 3.633 8.505
C 0.297 3.160 7.238
C 1.594 2.773 6.895
C 2.598 2.864 7.860
C 2.284 3.341 9.147
S 1.698 2.248 5.229
C -0.049 2.514 5.009
N -0.706 2.255 3.939
C -2.146 2.644 3.922
C -2.559 3.683 4.920
C -1.984 3.367 6.285
N -0.566 3.092 6.153
H 0.750 4.101 10.469
H -1.062 3.935 8.747
H 3.607 2.573 7.586
H 3.067 3.417 9.898
H -2.337 2.974 2.891
H -2.731 1.728 4.117
H -2.249 4.686 4.597
H -3.646 3.684 5.009
H -2.112 4.207 6.972
H -2.508 2.504 6.723
```

For the total energy, the calculation gives -1068.37485 a.u. The net charge is +1. The max |F| is 2.24 eV/Å. The calculation puts the HOMO energy at -10.438 eV. Its frontier orbital gap is 0.2360 Ha.

Atom charges from the natural (NBO) analysis, given in e for atoms 1 to 5:
1. C -0.427
2. N -0.269
3. C -0.427
4. C 0.158
5. H 0.230

[5]
Density functional theory data (ωB97M-V with the def2-TZVPD basis set) for 2 unconnected molecules or ions with the total composition C13H18N6O4S2 at a distorted geometry.

```
43
Properties=species:S:1:pos:R:3
O 0.321 -1.248 7.181
O 1.494 2.557 3.742
O 1.954 -2.612 -0.493
O -1.067 -1.504 -3.507
N 2.222 -1.208 2.682
N 0.908 0.307 5.625
N 2.294 1.134 2.225
S 1.284 -2.267 4.975
S -0.830 3.512 -1.135
C 0.782 -0.998 6.077
C 1.743 1.390 3.473
C 1.185 -2.014 -1.231
C -1.694 -1.004 -2.582
C 1.712 -1.001 3.870
C 1.424 0.305 4.412
C 2.524 -0.102 1.937
N 3.083 -0.315 0.750
N -2.988 -0.679 -2.711
N -0.008 -1.660 -0.741
C -0.381 3.563 0.624
C 1.687 -1.628 -2.608
C -3.767 -0.905 -3.929
C -1.511 1.838 -1.281
C -0.477 0.729 -1.076
C -1.028 -0.704 -1.219
H 2.893 -1.253 0.388
H 2.993 0.478 0.132
H -3.456 -0.254 -1.927
H -0.183 -2.070 0.164
H -0.044 4.568 0.882
H -1.246 3.310 1.236
H 0.429 2.863 0.827
H 2.774 -1.682 -2.619
H 1.375 -0.629 -2.887
H 1.298 -2.339 -3.335
H -3.935 -1.975 -4.065
H -3.218 -0.528 -4.796
H -4.728 -0.393 -3.864
H -1.933 1.748 -2.282
H -2.314 1.722 -0.553
H -0.057 0.832 -0.075
H 0.325 0.891 -1.793
H -1.838 -0.776 -0.493
```

Its SMILES is CNC(=O)[C@H](CCSC)NC(C)=O.NC1=NC(=O)C2=NC(=O)SC2=N1. For the total energy, the calculation gives -1932.06562 a.u. The max |F| is 3.92 eV/Å. The calculation puts the HOMO energy at -8.865 eV. Its frontier orbital gap is 0.2202 Ha.

Atom charges from the natural (NBO) analysis, given in e for atoms 1 to 5:
1. O -0.466
2. O -0.483
3. O -0.671
4. O -0.627
5. N -0.442

[6]
Density functional theory data (ωB97M-V with the def2-TZVPD basis set) for a molecular structure, C13H18N7OOsS5Sb.

```
46
Properties=species:S:1:pos:R:3
Os 0.037 -0.019 0.114
S -0.010 -4.433 -2.042
Sb 0.733 -3.324 -0.280
S -1.097 -1.919 0.640
S 1.668 -1.097 -0.952
S 1.995 -4.096 1.372
C 5.260 3.395 0.672
C 3.971 4.102 1.057
N 2.807 3.687 0.250
C 2.432 4.544 -0.883
C 3.088 4.129 -2.191
C 2.194 2.531 0.537
S 0.839 2.134 -0.515
N 2.711 1.851 1.553
C 2.160 0.815 2.185
O 0.991 0.358 2.052
C 3.051 0.092 3.134
C 2.733 -1.220 3.475
C 3.572 -1.936 4.314
C 4.717 -1.339 4.826
C 5.033 -0.028 4.490
C 4.208 0.684 3.634
H 6.071 3.739 1.317
H 5.542 3.610 -0.360
H 5.159 2.318 0.790
H 4.070 5.178 0.913
H 3.736 3.929 2.104
H 2.735 5.555 -0.614
H 1.348 4.556 -0.975
H 4.175 4.149 -2.110
H 2.796 4.818 -2.986
H 2.783 3.125 -2.482
H 1.854 -1.684 3.047
H 3.339 -2.964 4.556
H 5.371 -1.899 5.483
H 5.927 0.435 4.887
H 4.448 1.699 3.348
N -3.975 3.436 1.611
N -3.059 2.393 1.708
N -3.006 1.616 2.769
C -2.093 0.733 2.387
N -1.643 1.002 1.157
N -2.287 2.082 0.730
H -4.133 3.752 2.562
H -3.534 4.159 1.054
H -1.743 -0.091 2.985
```

For the total energy, the calculation gives -3286.53980 a.u. The max |F| is 0.54 eV/Å. The calculation puts the HOMO energy (spin up / spin down) at -8.017 / -7.955 eV. As for the multiplicity: 5. The energy above the lowest of the compared OMol25 structures with the same formula, charge and spin is 1.6 kcal per mole. Its frontier orbital gap (spin up / spin down) is 0.2844 / 0.1999 Ha. The expectation value of S² is 6.031.

Atom charges from the natural (NBO) analysis, given in e for atoms 1 to 5:
1. Os 0.913
2. S -0.664
3. Sb 1.351
4. S -0.450
5. S -0.309